Below is 5 unconnected molecules or ions with the total composition C31H73BrClNP in a non-equilibrium geometry, with properties calculated with ωB97M-V/def2-TZVPD.

Values from the calculation:
F_max in eV Å⁻¹: 2.4
Electronic energy in Eh: -4655.06068
Molar mass in Da: 606.3
Gap between HOMO and LUMO in eV: 8.801
Total charge: +1

Geometry (Å):
C1 1.79 -4.14 -0.29
C2 2.39 -2.87 -1.02
C3 2.85 -3.28 -2.46
C4 1.39 -1.65 -1.05
P1 1.15 -0.81 0.58
N1 -0.11 0.38 0.49
Cl1 0.52 -2.15 2.06
C5 2.65 0.04 1.27
C6 3.85 0.19 0.26
C7 5.11 -0.64 0.70
Br1 4.43 2.10 0.40
H1 2.03 -5.06 -0.87
H2 2.29 -4.23 0.70
H3 0.69 -4.03 -0.21
H4 3.28 -2.55 -0.43
H5 3.62 -4.08 -2.33
H6 2.01 -3.76 -3.01
H7 3.30 -2.46 -3.05
H8 0.39 -2.09 -1.32
H9 1.62 -0.94 -1.88
H10 -0.11 0.83 -0.43
H11 -1.01 -0.07 0.69
H12 2.95 -0.48 2.20
H13 2.31 1.05 1.58
H14 3.55 -0.02 -0.78
H15 5.99 -0.24 0.16
H16 5.31 -0.55 1.78
H17 5.03 -1.71 0.42
C8 -3.14 -1.62 -1.03
C9 -3.64 -1.84 0.39
C10 -4.46 -3.12 0.55
C11 -5.75 -3.16 -0.27
C12 -6.73 -2.02 0.00
C13 -7.25 -1.99 1.43
H18 -3.96 -1.50 -1.74
H19 -2.53 -0.71 -1.07
H20 -2.52 -2.45 -1.36
H21 -4.22 -0.97 0.72
H22 -2.77 -1.89 1.06
H23 -4.70 -3.25 1.61
H24 -3.84 -3.97 0.27
H25 -6.25 -4.12 -0.07
H26 -5.51 -3.18 -1.34
H27 -7.59 -2.13 -0.68
H28 -6.28 -1.06 -0.25
H29 -7.75 -2.93 1.68
H30 -7.97 -1.18 1.56
H31 -6.45 -1.83 2.15
C14 -1.83 -4.81 -4.06
C15 -3.15 -4.06 -3.95
C16 -4.31 -4.76 -4.67
C17 -4.14 -4.90 -6.18
C18 -3.93 -3.59 -6.94
C19 -5.11 -2.64 -6.83
H32 -1.50 -4.89 -5.10
H33 -1.05 -4.28 -3.51
H34 -1.92 -5.82 -3.65
H35 -3.03 -3.04 -4.32
H36 -3.41 -3.97 -2.89
H37 -5.23 -4.21 -4.46
H38 -4.44 -5.75 -4.24
H39 -5.02 -5.41 -6.58
H40 -3.30 -5.57 -6.39
H41 -3.77 -3.83 -8.00
H42 -3.02 -3.09 -6.60
H43 -6.02 -3.10 -7.21
H44 -4.92 -1.73 -7.42
H45 -5.28 -2.33 -5.80
C20 2.94 1.62 8.00
C21 2.88 0.75 6.76
C22 2.32 1.47 5.53
C23 0.87 1.95 5.67
C24 -0.15 0.85 5.99
C25 -0.25 -0.21 4.91
H46 1.94 1.95 8.31
H47 3.38 1.07 8.83
H48 3.55 2.51 7.82
H49 2.30 -0.16 6.97
H50 3.90 0.41 6.52
H51 2.40 0.81 4.66
H52 2.95 2.34 5.31
H53 0.58 2.44 4.74
H54 0.81 2.72 6.44
H55 -1.13 1.32 6.12
H56 0.09 0.38 6.95
H57 -0.53 0.24 3.95
H58 -1.01 -0.95 5.17
H59 0.70 -0.74 4.78
C26 3.73 5.17 -1.43
C27 4.64 6.00 -0.53
C28 3.86 6.92 0.42
C29 3.00 7.98 -0.26
C30 3.75 8.92 -1.20
C31 4.81 9.76 -0.50
H60 3.13 5.79 -2.09
H61 4.34 4.51 -2.07
H62 3.06 4.54 -0.84
H63 5.33 6.58 -1.15
H64 5.26 5.32 0.07
H65 4.57 7.40 1.09
H66 3.22 6.30 1.06
H67 2.50 8.57 0.51
H68 2.20 7.49 -0.82
H69 3.02 9.60 -1.67
H70 4.21 8.36 -2.02
H71 4.36 10.36 0.29
H72 5.29 10.44 -1.21
H73 5.59 9.14 -0.06